a:
Density functional theory data (ωB97M-V/def2-TZVPD) for a structure of composition CH4N2P2.

## Properties
LUMO energy (spin up / spin down), eV: -1.542 / -0.983
HOMO energy (spin up / spin down), eV: -7.2 / -8.1
Charge: 0

Each line ends with the natural charge from an NBO analysis.
Element x y z (Å)
C -0.874 -1.498 -0.841  0.0199
N -0.130 -2.188 0.032  -0.8233
N -2.242 -1.152 -0.867  -0.8402
P 1.189 -3.090 0.038  0.6848
P -1.142 -0.402 -2.070  0.6736
H -0.472 3.044 -3.337  0.0014
H -2.696 -0.635 -0.025  0.3781
H 1.433 -3.265 1.398  -0.0929
H -1.241 3.012 -3.433  -0.0014

=====

b:
Density functional theory data (ωB97M-V/def2-TZVPD) for a structure of composition CH4N2P2.

## Properties
LUMO energy, eV: -0.033
HOMO energy, eV: -8.6
Charge: 0

Each line ends with the natural charge from an NBO analysis.
Element x y z (Å)
C 1.528 -1.029 0.059  -0.9757
N -1.255 1.859 -0.531  -1.2411
N -0.890 -0.509 0.282  -1.2500
P -0.218 1.063 0.300  1.2498
P 0.290 -1.617 0.954  0.9082
H 2.637 -1.228 0.155  0.2450
H 1.354 -0.631 -0.971  0.2370
H -1.560 2.810 -0.537  0.3991
H -1.887 -0.717 0.288  0.4277

=====

c:
Density functional theory data (ωB97M-V/def2-TZVPD) for the molecule CH4N2P2.

## Properties
LUMO energy, eV: -0.319
HOMO energy, eV: -8.8
Charge: 0

Each line ends with the natural charge from an NBO analysis.
Element x y z (Å)
C 0.490 -1.625 0.283  -1.1900
N -2.332 -0.545 -0.600  -1.1087
N 2.162 0.274 -0.542  -1.1137
P -0.993 -0.764 0.321  1.3586
P 2.100 -1.338 0.086  1.0104
H -3.093 -0.321 0.018  0.3674
H 2.976 0.766 -0.226  0.3806
H 1.377 0.799 -0.411  0.3735
H -1.167 -0.520 1.583  -0.0781

=====

Most stable of them? b.

=====

a:
Density functional theory data (ωB97M-V/def2-TZVPD) for a structure of composition C5H5N3.

## Properties
LUMO energy, eV: 0.377
HOMO energy, eV: -10.4
Charge: 0

Each line ends with the natural charge from an NBO analysis.
Element x y z (Å)
C 0.037 1.139 1.281  0.2727
C 0.140 -0.207 0.782  -0.2087
C 0.962 -0.809 -0.987  0.2439
C -1.163 0.096 -1.276  -0.2629
C -1.000 -0.685 -0.088  -0.0998
H 0.120 -0.928 1.696  0.2329
H 1.477 -0.985 -1.917  0.2016
H -0.407 0.696 -1.771  0.2402
H -2.092 -0.128 -1.912  0.2313
H -1.756 -1.213 0.698  0.2452
N 0.287 2.178 1.788  -0.2921
N 1.333 -0.146 0.069  -0.3852
N -0.362 -1.267 -1.151  -0.4189

=====

b:
Density functional theory data (ωB97M-V/def2-TZVPD) for a structure of composition C5H5N3.

## Properties
LUMO energy, eV: 0.366
HOMO energy, eV: -8.4
Charge: 0

Each line ends with the natural charge from an NBO analysis.
Element x y z (Å)
C 1.585 -0.494 -1.004  0.0292
C 0.743 0.355 0.084  -0.1248
C -0.800 1.646 0.491  0.1153
C -1.542 0.506 0.715  -0.4309
C -0.616 -0.323 0.156  0.2391
H -0.729 -2.551 -0.797  0.4207
H 2.781 -0.744 -1.060  0.2297
H 1.237 -0.095 1.160  0.2601
H -1.063 2.723 0.864  0.1877
H -2.565 0.359 1.080  0.2512
N -0.361 -1.436 -0.678  -0.4444
N 0.971 -1.586 -1.117  -0.2304
N 0.360 1.641 0.105  -0.5025

=====

c:
Density functional theory data (ωB97M-V/def2-TZVPD) for a structure of composition C5H5N3.

## Properties
LUMO energy, eV: 0.309
HOMO energy, eV: -9.2
Charge: 0

Each line ends with the natural charge from an NBO analysis.
Element x y z (Å)
C 2.614 -0.237 -0.249  0.2660
C 1.076 -0.359 -0.216  0.0611
C 0.492 0.803 -0.401  -0.2866
C -0.941 1.075 0.252  -0.2544
C -0.696 -1.480 -0.154  0.2898
H 0.952 1.725 -0.221  0.2334
H -1.059 1.060 1.490  0.2100
H -1.653 2.171 -0.109  0.2375
H -2.343 -0.394 -0.287  0.3848
H -1.403 -2.269 -0.153  0.1864
N 3.776 -0.048 0.075  -0.3148
N -1.425 -0.359 -0.293  -0.5578
N 0.610 -1.687 0.267  -0.4554

=====

d:
Density functional theory data (ωB97M-V/def2-TZVPD) for a cluster of 2 separate species, C5H5N3 in total.

## Properties
LUMO energy, eV: -2.544
HOMO energy, eV: -10.0
Charge: 0

Each line ends with the natural charge from an NBO analysis.
Element x y z (Å)
C -1.770 -1.211 2.646  -0.3523
C -1.390 -1.035 1.535  0.1669
C -0.462 0.029 -2.424  0.1216
C 0.531 0.376 -0.513  0.2998
C 1.471 0.918 0.444  -0.6698
N 0.674 0.563 -1.821  -0.4638
N -1.167 -0.542 -1.509  -0.2709
N -0.644 -0.276 -0.377  -0.0327
H -2.072 -1.746 3.477  0.2414
H -0.657 -0.086 -3.472  0.2136
H 2.295 0.210 0.306  0.2456
H 1.930 1.873 0.171  0.2556
H 1.260 0.926 1.537  0.2450

=====

Most stable of them? a.